{"formula": "C25H26N2O5", "method": "wB97M-V/def2-TZVPD", "elements": ["O", "O", "O", "O", "O", "N", "N", "C", "C", "C", "C", "C", "C", "C", "C", "C", "C", "C", "C", "C", "C", "C", "C", "C", "C", "C", "C", "C", "C", "C", "C", "C", "H", "H", "H", "H", "H", "H", "H", "H", "H", "H", "H", "H", "H", "H", "H", "H", "H", "H", "H", "H", "H", "H", "H", "H", "H", "H"], "positions_angstrom": [[3.81, 3.92, -0.24], [1.38, 2.06, 1.03], [-5.35, 2.82, -1.13], [0.05, 0.28, -1.96], [-3.19, 2.44, -0.33], [3.81, 2.05, 0.44], [3.59, -2.64, 0.69], [-1.12, 2.37, 0.27], [0.80, -0.49, -1.58], [5.30, 0.31, -0.51], [4.64, -1.92, 0.39], [2.10, -0.07, -1.01], [-0.31, 0.47, 1.72], [-4.35, -1.44, 1.28], [2.49, -2.22, 0.01], [1.16, -2.56, -0.11], [1.70, 3.08, 0.42], [-3.71, -2.43, 0.56], [-4.45, -2.43, -0.73], [-1.47, 0.02, -2.21], [0.01, 1.39, 0.91], [2.96, -0.84, -0.53], [-4.56, 2.11, -0.55], [4.38, -0.67, -0.28], [-4.97, 0.70, 0.36], [-2.37, 1.96, 0.37], [-2.70, 0.51, 1.11], [-1.61, -0.14, 1.54], [5.19, 1.30, 0.46], [0.37, -1.49, -0.80], [-4.04, -0.02, 0.92], [3.26, 3.09, 0.20], [-2.72, -2.37, 0.43], [-1.86, 0.71, -3.01], [-5.72, 0.58, -0.02], [0.43, -0.20, 2.28], [-4.32, -1.57, -1.42], [-3.92, -3.27, 1.04], [-5.35, -1.39, 1.60], [5.65, 2.32, 0.22], [-1.42, -0.91, -3.12], [0.92, -3.53, 0.37], [1.19, 3.08, -0.55], [5.00, 0.80, -1.60], [2.31, 0.95, -1.65], [-4.21, -3.25, -1.35], [5.64, -2.09, 0.84], [5.65, 1.30, 1.38], [-1.78, -1.20, 2.24], [3.67, -3.71, 1.19], [1.41, 3.99, 0.66], [-0.82, 3.25, -0.19], [6.17, 0.08, -0.60], [-1.99, -0.35, -1.53], [-5.54, -2.44, -0.52], [-0.54, -2.06, -0.96], [-3.92, -1.45, 2.55], [3.27, 1.20, 1.04]], "lowdin_charge": [0.19, -0.05, 0.13, 0.02, 0.13, 0.11, 0.01, 0.12, -0.50, -0.21, -0.08, 0.00, -0.06, -0.22, -0.19, 0.00, -0.27, -0.28, -0.07, 0.10, -0.07, -0.15, -0.21, -0.18, 0.16, -0.33, -0.05, -0.04, -0.12, -0.06, -0.22, -0.72, 0.07, 0.11, -0.03, 0.15, 0.09, 0.09, 0.11, 0.15, 0.18, 0.11, 0.13, 0.21, 0.19, 0.06, 0.14, 0.10, 0.19, 0.25, 0.09, 0.09, 0.04, -0.04, 0.10, 0.09, 0.20, 0.22], "homo_ev": -7.26, "charge": 0, "smiles": "CCCc1cc(=O)oc2cc(OCC(=O)NCCc3c[nH]c4ccc(OC)cc34)ccc12", "fmax_ev_per_a": 19.9, "homo_lumo_gap_ev": 7.0, "energy_ha": -1453.13089}


{"formula": "H2N3OP", "method": "wB97M-V/def2-TZVPD", "elements": ["P", "O", "N", "N", "N", "H", "H"], "positions_angstrom": [[0.18, -1.35, -0.54], [0.47, -2.53, 0.25], [-0.10, -0.12, 0.74], [-0.87, 0.98, 0.37], [0.50, 1.09, 0.32], [1.06, 1.16, -0.63], [-1.24, 0.77, -0.50]], "lowdin_charge": [0.84, -0.46, -0.34, -0.07, -0.12, 0.12, 0.02], "homo_ev": -9.61, "charge": 0, "smiles": "O=Pn1[nH][nH]1", "fmax_ev_per_a": 4.4, "homo_lumo_gap_ev": 8.5, "energy_ha": -581.91201}


{"formula": "C3H10N2O2", "method": "wB97M-V/def2-TZVPD", "elements": ["O", "O", "N", "N", "C", "C", "C", "H", "H", "H", "H", "H", "H", "H", "H", "H", "H"], "positions_angstrom": [[-2.44, -0.03, 0.99], [-0.70, -3.11, 0.75], [2.29, 1.44, -0.01], [-0.93, -0.10, -0.69], [-1.91, 0.57, 0.11], [0.33, 0.50, -1.00], [1.03, 0.84, 0.34], [0.08, 1.43, -1.55], [1.11, -0.08, 0.92], [-1.65, -3.22, 0.79], [-2.33, 1.48, -0.35], [0.37, 1.52, 0.90], [-1.03, -1.13, -0.70], [-0.40, -4.02, 0.78], [3.00, 1.52, 0.70], [1.10, 0.03, -1.62], [2.08, 2.36, -0.36]], "lowdin_charge": [0.19, -0.05, 0.07, 0.18, -0.23, -0.13, -0.23, 0.15, 0.14, 0.05, 0.17, 0.12, 0.16, 0.04, 0.10, 0.15, 0.10], "homo_ev": [-14.60, -14.03], "charge": 1, "fmax_ev_per_a": 1.9, "homo_lumo_gap_ev": [10.6, 5.4], "energy_ha": -379.94520, "spin_multiplicity": 2}


{"formula": "C16H17F13N3O2P2", "method": "wB97M-V/def2-TZVPD", "elements": ["P", "P", "F", "F", "F", "F", "F", "F", "F", "F", "F", "F", "F", "F", "F", "O", "O", "N", "N", "N", "C", "C", "C", "C", "C", "C", "C", "C", "C", "C", "C", "C", "C", "C", "C", "C", "H", "H", "H", "H", "H", "H", "H", "H", "H", "H", "H", "H", "H", "H", "H", "H", "H"], "positions_angstrom": [[1.43, 1.12, 1.40], [2.60, 0.68, 3.27], [-0.67, -1.46, -0.85], [4.74, 2.71, -1.24], [-0.88, 4.44, 1.35], [0.29, -1.18, 1.97], [-1.74, -0.38, 0.68], [6.72, 2.40, 0.95], [6.92, 0.46, 0.05], [-0.03, 3.35, -0.31], [-0.57, 0.70, -0.85], [-1.07, 1.94, 1.96], [1.57, -1.20, 0.20], [1.26, 4.40, 1.11], [0.52, 2.88, 3.11], [1.55, 0.43, 4.42], [3.24, -0.74, 3.01], [-3.11, -3.04, 0.31], [3.58, 1.83, 3.49], [-2.85, -1.37, -3.91], [3.74, 0.81, -0.21], [-2.40, 0.74, -4.36], [6.16, 1.51, 0.18], [-2.26, -0.24, -3.42], [4.95, 1.64, -0.42], [0.17, 2.45, 1.88], [-0.64, -0.37, -0.07], [-4.27, -3.25, -0.38], [-3.09, 0.18, -5.47], [-5.09, -4.03, 0.40], [-3.35, -1.13, -5.16], [0.63, -0.50, 0.85], [0.14, 3.71, 0.96], [2.61, 1.79, 0.23], [-4.39, -4.30, 1.61], [-3.18, -3.68, 1.52], [4.12, -0.66, 2.61], [-6.08, -4.36, 0.13], [-2.04, 1.76, -4.28], [-4.75, -4.88, 2.44], [-3.85, -1.90, -5.72], [3.39, 0.28, -1.10], [0.69, 0.09, 4.12], [3.39, 2.28, 4.38], [-2.90, -2.26, -3.44], [-3.36, 0.68, -6.38], [3.07, 2.66, 0.70], [-2.35, -3.64, 2.22], [-2.33, -2.51, -0.02], [3.91, 0.04, 0.54], [-4.42, -2.84, -1.36], [2.10, 2.17, -0.66], [-1.80, -0.23, -2.46]], "lowdin_charge": [1.23, 0.39, 0.17, 0.08, 0.22, 0.11, 0.20, 0.19, 0.19, 0.18, 0.17, 0.14, 0.13, 0.20, 0.11, -0.10, -0.11, 0.00, -0.11, 0.01, -0.14, -0.10, -0.29, -0.15, -0.22, -0.49, -0.58, -0.14, -0.10, -0.10, -0.13, -0.49, -0.61, -0.26, -0.10, -0.14, 0.10, 0.10, 0.09, 0.10, 0.11, 0.13, 0.09, 0.04, 0.13, 0.10, 0.11, 0.10, 0.09, 0.09, 0.10, 0.11, 0.06], "homo_ev": -10.35, "charge": 1, "fmax_ev_per_a": 2.0, "homo_lumo_gap_ev": 6.1, "energy_ha": -2915.25766}